Entry 1:
A molecular structure, C10H10F5N3O4RuS2Se at a distorted geometry. Source: the OMol25 dataset; level of theory: ωB97M-V/def2-TZVPD.

```
36
Properties=species:S:1:pos:R:3:lowdin_spin:R:1
Ru 0.233 1.450 0.038 3.89
N 2.591 1.732 0.593 0.10
C 3.572 0.797 1.135 0.01
C 3.559 -0.520 0.367 0.00
C 2.280 -1.326 0.575 0.01
N 1.151 -0.747 -0.162 0.11
H 2.774 1.939 -0.389 0.00
H 2.587 2.611 1.097 0.00
H 3.319 0.608 2.182 0.00
H 4.584 1.218 1.100 0.00
H 4.415 -1.117 0.687 0.00
H 3.671 -0.312 -0.701 0.00
H 2.021 -1.358 1.636 0.00
H 2.458 -2.355 0.244 0.00
H 0.381 -1.403 -0.204 0.00
H 1.437 -0.504 -1.117 0.00
O -0.599 1.388 -2.054 0.17
Se 0.836 2.118 -2.509 0.00
O 0.827 2.719 -3.982 0.01
O 1.054 3.245 -1.320 0.13
O 1.991 0.982 -2.263 0.04
S -1.565 4.883 2.461 0.08
C -0.643 3.651 2.036 0.05
N 0.066 2.742 1.755 0.09
F -5.156 -3.912 -1.088 0.01
C -4.392 -2.927 -0.614 0.02
C -4.893 -1.641 -0.508 0.00
F -6.154 -1.398 -0.881 0.00
C -4.099 -0.620 -0.022 0.02
F -4.633 0.594 0.055 0.01
C -2.781 -0.832 0.399 0.03
S -1.856 0.449 1.126 0.20
C -2.312 -2.140 0.264 0.02
F -1.052 -2.437 0.622 0.00
C -3.088 -3.171 -0.228 0.00
F -2.585 -4.407 -0.331 0.00
```

Properties
LUMO energy (alpha / beta) in eV: 2.436 / 1.022
Multiplicity: 6
⟨S²⟩: 8.763
Charge: -1
HOMO-LUMO gap (alpha / beta) in eV: 7.67 / 6.87

Entry 2:
A molecular structure, C4H6O2. Source: the OMol25 dataset; level of theory: ωB97M-V/def2-TZVPD.

```
12
Properties=species:S:1:pos:R:3:nbo_charge:R:1
C -0.955 1.755 1.702 0.28
O -0.117 2.500 1.256 -0.51
C 0.256 0.193 -0.848 0.13
C 1.173 -0.677 -1.271 -0.36
C 0.302 -1.750 -0.673 -0.08
O -0.632 -0.698 -0.265 -0.52
H -1.109 1.638 2.791 0.11
H -1.603 1.140 1.053 0.13
H 0.070 1.261 -0.808 0.22
H 2.117 -0.640 -1.790 0.23
H 0.683 -2.272 0.209 0.19
H -0.185 -2.449 -1.358 0.19
```

Properties
LUMO energy in eV: 0.924
Multiplicity: 1
HOMO-LUMO gap in eV: 9.92

Entry 3:
2 unconnected molecules or ions with the total composition C3H12NO2 at a distorted geometry. Source: the OMol25 dataset; level of theory: ωB97M-V/def2-TZVPD.

```
18
Properties=species:S:1:pos:R:3:nbo_charge:R:1
C 0.227 1.042 0.689 -0.26
C 0.116 0.846 -0.825 0.07
C 1.439 0.533 -1.569 -0.63
O -0.823 -0.165 -1.212 -0.75
N -0.979 0.346 1.351 -0.73
H 1.180 0.643 1.121 0.24
H 0.181 2.204 0.906 0.25
H -0.477 1.735 -1.316 0.21
H 2.094 1.399 -1.400 0.22
H 1.286 0.427 -2.686 0.25
H 1.927 -0.325 -1.244 0.21
H -0.772 -1.087 -0.818 0.48
H -0.886 -0.729 1.337 0.47
H -1.785 0.562 0.595 0.46
H -1.285 0.681 2.226 0.43
H 0.204 -2.908 0.521 0.53
H -1.215 -2.881 1.308 0.52
O -0.430 -2.324 1.018 -0.99
```

Properties
LUMO energy in eV: -3.511
Multiplicity: 1
Charge: +1
HOMO-LUMO gap in eV: 11.06

Entry 4:
18 unconnected molecules or ions with the total composition C14H53F9O19 at a distorted geometry. Source: the OMol25 dataset; level of theory: ωB97M-V/def2-TZVPD.

```
95
Properties=species:S:1:pos:R:3:lowdin_charge:R:1
C 1.932 -0.820 2.371 -0.10
C 1.025 -1.086 1.143 -0.26
C 1.238 -0.036 0.080 -0.24
C 0.624 -0.402 -1.269 -0.18
C 0.074 0.781 -2.076 -0.17
C 0.988 2.005 -2.125 -0.08
C 0.273 3.318 -1.993 -0.45
O 0.831 4.365 -2.290 0.09
O -1.018 3.344 -1.566 -0.04
C -1.165 3.970 -0.271 -0.14
C -2.633 4.029 0.096 -0.12
C -3.176 2.900 0.957 -0.08
C -2.955 1.513 0.381 -0.43
F -3.192 1.477 -0.953 0.14
F -1.688 1.104 0.619 0.13
C -3.948 0.494 0.998 -0.35
F -3.951 0.612 2.341 0.16
F -5.186 0.816 0.550 0.15
C -3.723 -0.986 0.603 -0.34
F -2.414 -1.299 0.575 0.15
F -4.248 -1.228 -0.613 0.16
C -4.394 -1.975 1.610 -0.48
F -4.388 -3.209 1.036 0.15
F -3.672 -2.049 2.757 0.16
F -5.663 -1.625 1.890 0.18
H 2.458 0.116 2.213 0.06
H 1.338 -0.717 3.273 0.05
H 2.657 -1.601 2.531 0.05
H 1.213 -2.071 0.741 0.09
H 0.002 -1.087 1.518 0.08
H 0.920 0.948 0.417 0.10
H 2.316 0.043 -0.052 0.10
H 1.303 -0.996 -1.869 0.12
H -0.219 -1.062 -1.069 0.08
H -0.915 1.017 -1.717 0.08
H -0.050 0.448 -3.102 0.11
H 1.748 2.011 -1.347 0.12
H 1.507 2.007 -3.070 0.11
H -0.604 3.402 0.466 0.13
H -0.739 4.964 -0.341 0.13
H -3.230 4.178 -0.794 0.12
H -2.760 4.934 0.683 0.12
H -2.741 2.885 1.947 0.13
H -4.235 3.068 1.090 0.11
O -2.494 5.666 -3.323 -0.05
H -2.964 5.155 -3.988 0.04
H -1.819 5.060 -2.995 0.00
O -4.904 4.001 3.286 -0.05
H -5.102 3.246 3.849 0.04
H -5.607 4.625 3.489 0.03
O 3.654 -2.469 0.328 -0.05
H 4.397 -2.519 -0.283 0.00
H 3.625 -3.352 0.715 0.00
O -4.194 -5.095 -1.793 -0.05
H -4.389 -4.809 -0.896 0.01
H -3.792 -4.316 -2.197 0.02
O 1.341 -3.495 3.925 -0.05
H 1.130 -4.271 4.452 0.03
H 0.617 -2.886 4.093 0.03
O 5.176 -4.230 2.134 -0.04
H 5.908 -4.265 1.508 0.06
H 5.131 -5.116 2.509 0.05
O -5.537 5.431 5.860 -0.06
H -5.723 5.779 6.737 0.04
H -5.022 6.118 5.428 0.04
O -5.809 -7.458 -0.310 -0.05
H -6.024 -7.196 0.589 0.03
H -5.389 -6.684 -0.702 0.00
O -1.933 -2.751 -2.199 -0.04
H -2.168 -2.627 -1.275 0.01
H -2.345 -2.007 -2.649 0.05
O 0.951 6.817 -4.030 -0.06
H 0.852 6.041 -3.465 -0.02
H 0.200 7.371 -3.801 0.03
O 0.222 2.733 -4.996 -0.04
H -0.034 2.810 -5.924 0.01
H 0.225 3.644 -4.685 0.02
O -0.384 4.057 -7.603 -0.05
H -0.638 4.130 -8.527 0.05
H -0.344 4.965 -7.287 0.05
O 6.812 -3.609 4.708 -0.06
H 7.747 -3.734 4.515 0.02
H 6.362 -3.896 3.902 -0.01
O 9.164 -6.055 4.527 -0.06
H 8.245 -6.189 4.782 0.03
H 9.588 -5.741 5.331 0.04
O 3.308 -5.414 -0.219 -0.05
H 3.487 -6.358 -0.238 0.04
H 2.398 -5.334 -0.521 0.05
O 5.874 -2.383 -1.900 -0.06
H 6.119 -1.457 -1.767 0.00
H 6.398 -2.677 -2.648 0.04
O 6.258 0.446 -1.070 -0.04
H 5.961 0.608 -0.169 0.05
H 5.926 1.194 -1.575 0.05
```

Properties
LUMO energy in eV: 0.206
Multiplicity: 1
HOMO-LUMO gap in eV: 10.28

Entry 5:
A molecular structure, C35H53BrNOSSiZn. Source: the OMol25 dataset; level of theory: ωB97M-V/def2-TZVPD.

```
94
Properties=species:S:1:pos:R:3:lowdin_charge:R:1
Zn 1.266 0.250 1.190 0.58
S 3.408 -0.704 5.040 0.97
C 1.768 -1.093 5.341 -0.44
C 0.984 -0.864 4.251 -0.23
C 1.684 -0.369 3.103 -0.23
C 3.012 -0.245 3.409 -0.54
C 4.009 0.254 2.464 -0.28
C 5.359 0.437 2.785 -0.04
C 6.224 0.925 1.829 -0.08
C 5.739 1.233 0.564 -0.07
C 4.392 1.032 0.324 -0.14
N 3.548 0.555 1.236 0.08
H 1.472 -1.470 6.310 0.05
H -0.083 -1.058 4.268 0.08
H 5.709 0.195 3.780 0.09
H 7.272 1.069 2.066 0.10
H 6.379 1.619 -0.216 0.10
H 3.962 1.258 -0.643 0.07
C -2.194 -2.212 -5.145 -0.05
C -1.696 -3.440 -4.368 -0.56
C -2.904 -4.315 -4.038 -0.08
C -0.752 -4.252 -5.266 -0.06
C -0.959 -2.980 -3.110 -0.19
C 0.173 -2.178 -3.219 -0.11
C 0.816 -1.734 -2.085 -0.57
Br 2.421 -0.735 -2.313 0.79
C 0.392 -2.002 -0.756 -0.42
O 0.990 -1.495 0.270 -0.23
C -0.731 -2.876 -0.656 -0.09
C -1.356 -3.316 -1.822 0.00
C -1.285 -3.433 0.673 -0.52
C -2.803 -3.203 0.756 -0.05
C -0.677 -2.844 1.953 -0.07
C -1.013 -4.948 0.700 -0.05
H -2.720 -2.518 -6.056 0.08
H -1.365 -1.563 -5.432 0.08
H -2.879 -1.624 -4.530 0.09
H -3.404 -4.612 -4.964 0.08
H -3.630 -3.780 -3.421 0.08
H -2.609 -5.224 -3.509 0.08
H -1.271 -4.579 -6.174 0.08
H -0.388 -5.137 -4.737 0.09
H 0.117 -3.664 -5.568 0.07
H 0.570 -1.894 -4.186 0.09
H -2.211 -3.971 -1.707 0.08
H -3.031 -2.135 0.721 0.06
H -3.185 -3.603 1.700 0.08
H -3.347 -3.692 -0.055 0.07
H -0.864 -1.773 2.041 0.06
H 0.399 -2.984 2.007 0.09
H -1.146 -3.343 2.810 0.08
H -1.476 -5.456 -0.149 0.07
H -1.409 -5.387 1.622 0.08
H 0.062 -5.140 0.663 0.09
C -0.681 4.697 2.128 -0.11
C 0.414 3.644 1.906 -0.63
C 1.686 4.374 1.447 -0.12
C 0.769 3.037 3.274 -0.12
Si -0.029 2.224 0.624 0.80
C -1.901 1.710 0.863 -0.63
C -2.158 0.388 0.122 -0.12
C -2.153 1.410 2.349 -0.11
C -2.950 2.728 0.400 -0.10
C 0.182 2.936 -1.185 -0.63
C -0.416 4.328 -1.422 -0.10
C -0.460 1.970 -2.193 -0.11
C 1.673 2.988 -1.551 -0.13
H -0.304 5.489 2.791 0.08
H -1.564 4.270 2.609 0.06
H -1.005 5.171 1.199 0.06
H 2.032 5.040 2.250 0.08
H 1.523 4.991 0.562 0.06
H 2.498 3.671 1.231 0.07
H 1.012 3.847 3.976 0.08
H 1.639 2.382 3.206 0.05
H -0.037 2.449 3.713 0.06
H -1.466 -0.395 0.445 0.04
H -2.062 0.470 -0.961 0.06
H -3.180 0.046 0.337 0.08
H -1.410 0.714 2.754 0.06
H -3.142 0.944 2.464 0.08
H -2.144 2.311 2.966 0.06
H -2.916 2.887 -0.680 0.06
H -2.834 3.700 0.885 0.06
H -3.957 2.356 0.640 0.08
H -1.480 4.373 -1.177 0.06
H -0.310 4.599 -2.483 0.08
H 0.092 5.101 -0.841 0.06
H -1.550 1.981 -2.140 0.06
H -0.119 0.939 -2.049 0.05
H -0.179 2.270 -3.212 0.08
H 2.254 3.650 -0.909 0.05
H 1.785 3.343 -2.586 0.08
H 2.109 1.988 -1.501 0.00
```

Properties
LUMO energy in eV: 2.455
Multiplicity: 1
Charge: -1
HOMO-LUMO gap in eV: 6.74

Entry 6:
C20H24FN3O3S in the gas phase. Source: the OMol25 dataset; level of theory: ωB97M-V/def2-TZVPD.

```
52
Properties=species:S:1:pos:R:3:nbo_charge:R:1
C -5.702 -3.324 -0.240 -0.63
C -5.374 -1.861 -0.208 0.00
C -6.385 -0.915 -0.314 -0.23
C -6.078 0.433 -0.279 -0.18
C -4.771 0.855 -0.124 -0.22
C -3.745 -0.079 -0.018 0.16
N -2.431 0.371 0.147 -0.67
C -1.399 -0.532 0.606 -0.31
C -0.315 0.314 1.272 0.72
O -0.642 1.289 1.932 -0.67
N 0.967 -0.085 1.191 -0.44
C 1.519 -1.135 0.362 -0.23
C 2.157 -0.493 -0.883 -0.24
N 3.178 0.458 -0.507 -0.43
C 4.518 0.138 -0.433 0.09
C 5.475 1.166 -0.402 -0.23
C 6.830 0.914 -0.381 -0.21
C 7.308 -0.386 -0.405 -0.24
C 6.399 -1.425 -0.446 -0.28
C 5.044 -1.162 -0.451 0.39
F 4.223 -2.253 -0.448 -0.35
C 2.615 1.490 0.338 -0.22
C 1.996 0.857 1.596 -0.24
S -1.876 1.641 -0.810 2.32
C -2.034 3.144 0.177 -0.87
O -2.710 1.763 -1.967 -0.93
O -0.475 1.398 -1.036 -0.97
C -4.062 -1.435 -0.068 -0.23
H -4.809 -3.922 -0.403 0.21
H -6.419 -3.538 -1.029 0.22
H -6.149 -3.626 0.707 0.22
H -7.410 -1.236 -0.430 0.21
H -6.865 1.167 -0.368 0.21
H -4.541 1.905 -0.099 0.21
H -1.825 -1.190 1.370 0.24
H -1.010 -1.124 -0.226 0.21
H 0.767 -1.865 0.078 0.21
H 2.286 -1.652 0.948 0.21
H 2.563 -1.251 -1.550 0.22
H 1.376 0.065 -1.410 0.23
H 5.135 2.189 -0.422 0.21
H 7.521 1.744 -0.360 0.21
H 8.367 -0.587 -0.394 0.22
H 6.720 -2.455 -0.458 0.23
H 3.374 2.212 0.631 0.21
H 1.820 1.994 -0.221 0.22
H 1.534 1.619 2.223 0.25
H 2.762 0.322 2.167 0.20
H -1.420 3.893 -0.307 0.25
H -1.661 2.915 1.167 0.29
H -3.069 3.452 0.193 0.23
H -3.281 -2.178 -0.010 0.20
```

Properties
LUMO energy in eV: 0.683
Multiplicity: 1
Structure (SMILES): Cc1cccc(N(CC(=O)N2CCN(c3ccccc3F)CC2)S(C)(=O)=O)c1
HOMO-LUMO gap in eV: 8.39

Entry 7:
C15H17N3O3S in the gas phase at a distorted geometry. Source: the OMol25 dataset; level of theory: ωB97M-V/def2-TZVPD.

```
39
Properties=species:S:1:pos:R:3:nbo_charge:R:1
C 0.652 5.318 3.209 -0.72
C 1.223 4.458 2.011 0.68
O 2.045 4.902 1.117 -0.62
N 0.876 3.236 2.103 -0.56
C 1.119 2.298 1.263 0.21
C 2.185 2.391 0.358 -0.26
C 2.543 1.274 -0.282 -0.14
C 2.019 0.085 -0.320 -0.36
S 2.259 -1.297 -1.255 2.33
O 3.839 -1.276 -1.815 -0.97
O 2.144 -2.523 -0.609 -0.94
N 1.427 -1.166 -2.377 -0.95
C -0.028 -1.301 -2.128 -0.18
C -0.449 -2.818 -2.041 -0.49
C -1.724 -2.786 -1.132 0.24
C -2.749 -3.535 -1.877 -0.24
C -3.908 -3.635 -0.775 -0.14
C -4.067 -2.747 0.127 -0.32
C -2.939 -1.868 0.561 0.13
N -1.976 -1.799 -0.270 -0.49
C 1.156 -0.071 0.758 -0.15
C 0.729 0.922 1.595 -0.22
H -0.489 5.412 2.922 0.23
H 1.060 6.301 3.270 0.24
H 0.998 5.024 4.135 0.23
H 0.462 2.900 2.796 0.38
H 2.595 3.362 0.090 0.28
H 3.155 1.395 -1.280 0.23
H 1.561 -1.715 -3.215 0.45
H -0.624 -0.822 -3.169 0.20
H -0.202 -0.716 -1.381 0.20
H 0.236 -3.218 -1.158 0.27
H -0.436 -3.360 -2.902 0.22
H -2.693 -4.368 -2.470 0.21
H -4.994 -4.217 -1.116 0.20
H -4.990 -2.699 0.579 0.21
H -3.144 -1.125 1.378 0.19
H 0.836 -1.023 0.940 0.22
H 0.294 0.808 2.361 0.16
```

Properties
LUMO energy in eV: -0.160
Multiplicity: 1
Structure (SMILES): CC(=O)Nc1ccc(S(=O)(=O)NCCc2ccccn2)cc1
HOMO-LUMO gap in eV: 8.62

Entry 8:
3 unconnected molecules or ions with the total composition C4H9N3O at a distorted geometry. Source: the OMol25 dataset; level of theory: ωB97M-V/def2-TZVPD.

```
17
Properties=species:S:1:pos:R:3:nbo_charge:R:1
C 0.156 -0.244 1.759 -0.41
C -0.083 1.735 0.408 -0.41
N 0.003 0.290 0.422 -0.65
C 1.456 -0.631 -1.185 0.89
C -2.363 -1.085 -1.161 0.27
O 0.642 -1.165 -1.818 -0.56
N 2.539 -0.254 -0.831 -0.79
N -2.359 -1.740 -2.116 -0.70
H 2.796 0.312 -0.052 0.41
H -2.305 -2.299 -2.942 0.45
H -0.832 -0.106 -0.012 0.39
H 1.125 0.071 2.164 0.18
H -0.631 0.099 2.453 0.17
H 0.862 2.150 0.759 0.18
H -0.255 2.075 -0.610 0.21
H -0.883 2.126 1.050 0.17
H 0.132 -1.334 1.711 0.21
```

Properties
LUMO energy in eV: 0.990
Multiplicity: 1
HOMO-LUMO gap in eV: 9.91